(1)
DFT (the ωB97M-V functional and the def2-TZVPD basis) results for the molecule C5H4N2.

Structure (ORCA input):
```
! wB97M-V def2-TZVPD RIJCOSX def2/J DEFGRID3
* xyz 0 1
C 0.189 -0.104 -0.056
C -0.485 1.111 0.018
C -1.390 1.995 -0.056
C 1.639 -0.187 0.036
C 2.798 0.086 0.040
H -1.954 -0.463 0.559
H -2.052 -2.239 0.658
H -2.119 2.881 0.136
H 3.755 0.489 0.212
N -1.697 -1.386 -0.008
N -0.322 -1.196 -0.202
*
```

Summary:
E_HOMO: -8.991 eV
lowest unoccupied orbital energy: 0.14 eV

=====

(2)
DFT (the ωB97M-V functional and the def2-TZVPD basis) results for a structure of composition C4H12NO2.

Structure (ORCA input):
```
! wB97M-V def2-TZVPD RIJCOSX def2/J DEFGRID3
* xyz -1 1
C 2.715 0.773 -0.126
N 1.997 -0.481 0.066
C 0.741 -0.244 0.474
C -0.335 -1.073 -0.162
C -1.604 -1.262 0.610
O -2.219 -0.078 1.057
H 2.202 1.622 0.334
H 2.829 0.955 -1.206
H 3.742 0.749 0.263
H 0.421 0.955 0.024
H 0.101 1.611 -0.358
H 0.677 -0.231 1.571
H -0.610 -0.759 -1.175
H 0.235 -1.965 -0.470
H -2.288 -1.939 0.082
H -1.394 -1.762 1.574
H -2.263 0.535 0.212
H -2.747 1.666 -1.525
O -2.201 0.926 -1.247
*
```

Summary:
E_HOMO: -3.673 eV
lowest unoccupied orbital energy: 3.57 eV

=====

(3)
DFT (the ωB97M-V functional and the def2-TZVPD basis) results for a cluster of 2 separate species, C3H4S2 in total.

Structure (ORCA input):
```
! wB97M-V def2-TZVPD RIJCOSX def2/J DEFGRID3
* xyz 0 1
C -1.306 0.452 0.952
C -0.829 1.547 0.863
C 1.341 -0.711 -0.010
S 0.267 -1.002 -1.219
S 2.904 -1.447 -0.267
H -1.777 -0.481 1.071
H -0.769 -0.348 -0.495
H -0.508 2.504 0.616
H 2.628 -2.194 -1.301
*
```

Summary:
E_HOMO: -8.621 eV
lowest unoccupied orbital energy: 0.22 eV

=====

(4)
DFT (the ωB97M-V functional and the def2-TZVPD basis) results for the molecule C6H11NO3S.

Structure (ORCA input):
```
! wB97M-V def2-TZVPD RIJCOSX def2/J DEFGRID3
* xyz 0 3
C -0.839 2.450 0.640
C -1.393 1.217 1.434
C -1.005 -0.001 0.587
C 0.090 0.552 -0.295
C 0.104 0.024 -2.043
C 2.057 -1.495 0.176
N -0.093 1.997 -0.329
O 0.400 2.615 -1.304
O 1.712 0.690 1.858
O 2.690 1.217 -0.294
S 1.767 0.378 0.481
H -1.156 3.373 0.975
H -0.801 1.332 2.440
H -2.467 1.515 1.689
H -0.780 -0.724 1.309
H -1.820 -0.280 0.064
H 0.909 -0.738 -2.071
H 0.229 0.911 -2.503
H -0.865 -0.316 -2.303
H 1.177 -1.881 -0.296
H 2.891 -1.549 -0.557
H 2.097 -1.939 1.219
*
```

Summary:
E_HOMO (alpha / beta): -5.918 / -10.263 eV
⟨S²⟩: 2.01
lowest unoccupied orbital energy (alpha / beta): 0.59 / -1.35 eV

=====

Ordered ΔE to the lowest compared entry with this formula, charge and spin results: 604.60; 490.28; 435.49; 294.47; unit kJ/mol.